Model a:
Below is a 2-piece molecular cluster, C4H14N3O overall, with properties calculated with ωB97M-V/def2-TZVPD.

Positions of all 22 atoms, in Å:
C (-0.15283, 0.84913, -2.09475)
C (-1.26145, 0.22614, -1.24359)
C (-0.78708, -0.33339, 0.07108)
C (-1.08289, 0.29540, 1.22790)
N (-0.66065, -0.04983, 2.48519)
N (-0.24947, -1.64938, 0.10002)
N (0.97849, 1.23917, -1.19980)
H (-0.42308, 1.70221, -2.69500)
H (0.27184, 0.11363, -2.78175)
H (-2.12924, 0.87580, -1.20007)
H (-1.72829, -0.58667, -1.81333)
H (-1.67219, 1.16011, 1.14617)
H (-1.18792, 0.41157, 3.20182)
H (-0.12019, -0.86368, 2.70042)
H (-0.04309, -2.02901, -0.81084)
H (-0.78812, -2.32042, 0.63210)
H (1.88461, 1.36553, -1.65039)
H (0.79175, 2.11353, -0.70735)
H (1.07476, 0.48940, -0.48963)
H (3.16027, -0.62808, 0.83055)
H (1.66848, -1.10600, 0.74081)
O (2.26008, -0.34578, 0.65286)

Summary:
Total charge: +1
Lowest unoccupied orbital energy (eV): -2.950
HOMO (eV): -11.262
Gap between HOMO and LUMO (eV): 8.31


Model b:
Below is a 2-piece molecular cluster, C4H14N3O overall, with properties calculated with ωB97M-V/def2-TZVPD.

Positions of all 22 atoms, in Å:
C (1.56649, -0.80119, 0.35902)
C (1.97166, -1.25230, 1.76256)
C (-0.41987, 0.66765, 0.98754)
N (0.29738, -0.09260, 0.19120)
N (-0.07288, 0.88243, 2.27000)
N (-1.43552, 1.34944, 0.44004)
H (2.36754, -0.15656, -0.00922)
H (1.60404, -1.75158, -0.16451)
H (1.30909, -1.89241, 2.34503)
H (2.20544, -0.45109, 2.47648)
H (-0.16676, -0.33604, -0.67181)
H (0.41194, 0.07816, 2.62887)
H (-0.72961, 1.32259, 2.89922)
H (-1.71252, 1.03245, -0.47192)
H (-1.93097, 2.11283, 0.88433)
H (2.94930, -1.71086, 1.58338)
C (-1.09503, 0.27601, -3.18104)
O (-1.70431, -0.38058, -2.03129)
H (-2.66463, -0.30427, -2.00351)
H (-0.60438, 1.19423, -2.84156)
H (-0.40422, -0.48568, -3.50288)
H (-1.74219, 0.69938, -3.94993)

Summary:
Total charge: +1
Lowest unoccupied orbital energy (eV): -2.706
HOMO (eV): -14.300
Gap between HOMO and LUMO (eV): 11.59


Stability ranking, top and bottom: model b is the most stable and model a is the least stable.


Model a:
Below is a 2-piece molecular cluster, C4H6BrN3 overall, with properties calculated with ωB97M-V/def2-TZVPD.

Positions of all 14 atoms, in Å:
C (0.91662, 1.96196, 0.14409)
C (-0.35694, 1.48498, -0.16772)
C (1.57371, 0.81165, 0.31003)
C (0.40467, -2.51295, -0.13624)
N (-0.55023, 0.19503, -0.11830)
N (0.70530, -0.28276, 0.15277)
N (1.12471, -1.54286, 0.21500)
Br (-4.12774, 0.32260, -0.07519)
H (1.33584, 2.94866, 0.29265)
H (-1.29936, 2.13217, -0.31885)
H (2.56935, 0.62955, 0.68399)
H (-2.98459, 0.35054, -0.76579)
H (-0.64873, -2.35863, -0.33170)
H (0.81038, -3.57196, 0.20364)

Summary:
Lowest unoccupied orbital energy (eV): 0.539
HOMO (eV): -9.491
Gap between HOMO and LUMO (eV): 10.03
SMILES: C=Nn1cccn1.Br


Model b:
Below is an isolated molecule of C4H6BrN3, with properties calculated with ωB97M-V/def2-TZVPD.

Positions of all 14 atoms, in Å:
C (0.65737, -0.74538, -0.23977)
C (1.10709, 1.23105, -1.28204)
C (-0.70127, 1.01222, 0.08045)
C (-1.53061, -1.26904, 0.64397)
N (1.37376, 0.08035, -0.95674)
N (-0.57675, -0.25987, 0.17862)
N (1.60703, 2.40705, -1.47423)
Br (-2.23300, 1.79829, 0.38087)
H (0.63998, -1.83484, -0.44356)
H (-1.42958, -1.50645, 1.60238)
H (-2.50561, -0.93022, 0.44148)
H (-1.23468, -2.10637, 0.03154)
H (1.27073, 3.06208, -2.13681)
H (2.44326, 2.87025, -0.97164)

Summary:
Lowest unoccupied orbital energy (eV): 0.803
HOMO (eV): -6.852
Gap between HOMO and LUMO (eV): 7.65


Stability ranking, top and bottom: model a is the most stable and model b is the least stable.


Model a:
Below is C4H4N2O2 as an isolated structure, with properties calculated with ωB97M-V/def2-TZVPD.

Positions of all 12 atoms, in Å:
C (-0.50348, 0.87247, 0.70560)
C (0.08867, -0.14940, -1.02934)
C (1.15029, -1.37463, -0.84316)
C (0.67772, 0.35999, 0.04693)
H (-0.22964, 0.54534, 2.82382)
H (-2.06207, 1.85329, -0.44279)
H (1.96507, -1.45809, -1.59459)
H (0.84238, -2.47976, -0.60847)
N (-1.45587, 0.99106, -0.24455)
N (-1.32197, 0.12576, -1.18466)
O (-0.84566, 1.34781, 2.09387)
O (1.69454, -0.63383, 0.27734)

Summary:
Lowest unoccupied orbital energy (eV): 0.138
HOMO (eV): -8.572
Gap between HOMO and LUMO (eV): 8.71


Model b:
Below is an isolated molecule of C4H4N2O2, with properties calculated with ωB97M-V/def2-TZVPD.

Positions of all 12 atoms, in Å:
C (-0.17267, 0.66164, 1.23405)
C (0.51848, -1.31976, -0.11223)
C (0.62934, -1.53030, -1.41501)
C (-0.01673, -0.46621, -2.04438)
H (-0.79722, 2.02832, 0.13425)
H (0.95298, -1.75112, 0.81873)
H (1.10862, -2.28206, -2.02129)
H (0.00483, -0.33456, -3.11263)
N (-0.04513, -0.07442, 0.01157)
N (-0.52002, 0.43544, -1.20631)
O (-0.53587, 1.86878, 1.05034)
O (0.15291, 0.09872, 2.27084)

Summary:
Lowest unoccupied orbital energy (eV): 0.647
HOMO (eV): -10.281
Gap between HOMO and LUMO (eV): 10.93
SMILES: O=C(O)n1cccn1


Model c:
Below is C4H4N2O2 as an isolated structure, with properties calculated with ωB97M-V/def2-TZVPD.

Positions of all 12 atoms, in Å:
C (-0.57248, -0.12320, -1.59242)
C (0.17239, -0.44389, 0.26344)
C (0.53364, 0.08769, 1.62019)
C (-0.21957, 0.81607, -0.35934)
H (-0.69871, -2.15063, -0.78845)
H (1.19907, -0.65348, -0.11491)
H (0.68923, -0.44595, 2.57942)
H (-1.19999, 1.09038, 0.10135)
N (-0.80414, -1.14738, -0.58575)
N (0.84628, 1.31357, 1.50025)
O (-0.64182, -0.12296, -2.79604)
O (0.69609, 1.77977, 0.17226)

Summary:
Lowest unoccupied orbital energy (eV): 0.590
HOMO (eV): -10.326
Gap between HOMO and LUMO (eV): 10.92


Stability ranking, top and bottom: model b is the most stable and model a is the least stable.


Model a:
Below is a 2-piece molecular cluster, C4H4N2O2 overall, with properties calculated with ωB97M-V/def2-TZVPD.

Positions of all 12 atoms, in Å:
C (1.93538, -0.24891, -1.06609)
C (1.11037, -1.69875, 0.89474)
C (1.47468, -1.00480, -0.01411)
C (-0.77423, 1.34469, 0.83953)
N (2.01802, 0.49943, -1.93903)
N (-1.28359, 0.37087, 0.13922)
O (-0.92584, 0.43540, -1.23473)
O (-1.93268, -0.58586, 0.42796)
H (-0.91952, -0.43882, -1.61241)
H (0.28166, -2.17278, 1.36192)
H (0.05629, 1.88109, 0.37266)
H (-1.04055, 1.61842, 1.83034)

Summary:
Lowest unoccupied orbital energy (eV): -0.038
HOMO (eV): -9.483
Gap between HOMO and LUMO (eV): 9.44
SMILES: C=[N+]([O-])O.C#CC#N


Model b:
Below is an isolated molecule of C4H4N2O2, with properties calculated with ωB97M-V/def2-TZVPD.

Positions of all 12 atoms, in Å:
C (-1.53438, -0.20398, 0.17625)
C (1.20667, -0.94080, -0.04463)
C (0.59195, 0.38878, -0.49146)
C (-0.29827, 0.52213, 0.52679)
H (2.24382, -1.34384, -0.09754)
H (0.27015, 0.41873, -1.58865)
H (0.80125, 2.27537, 0.41969)
H (-0.05442, 0.28395, 1.53702)
N (0.25459, -1.77424, 0.04854)
N (0.15826, 1.80277, -0.13027)
O (-2.59102, 0.06853, -0.23990)
O (-1.04860, -1.49740, -0.11585)

Summary:
Lowest unoccupied orbital energy (eV): 0.579
HOMO (eV): -9.989
Gap between HOMO and LUMO (eV): 10.57
SMILES: O=C1ON=C[C@@H]2N[C@@H]12


Stability ranking, top and bottom: model b is the most stable and model a is the least stable.


Model a:
Below is an isolated molecule of C4H4N2O2, with properties calculated with ωB97M-V/def2-TZVPD.

Positions of all 12 atoms, in Å:
C (1.99879, 0.39203, -0.07953)
C (0.61295, 0.39495, 0.16341)
C (-1.39117, -0.41105, 0.09637)
C (-0.39025, 1.39602, -0.07681)
H (2.47139, -1.51545, -0.38224)
H (2.42107, 1.34629, -0.56316)
H (-3.11223, -0.23583, -0.76236)
H (-0.24482, 2.40259, 0.08274)
N (-2.36822, -1.12233, -0.43866)
N (-1.60601, 0.94326, 0.02696)
O (2.79928, -0.66125, -0.23440)
O (-0.13650, -0.76073, 0.72019)

Summary:
Lowest unoccupied orbital energy (eV): -0.461
HOMO (eV): -9.014
Gap between HOMO and LUMO (eV): 8.55
SMILES: [H]/N=C1N=C/C(=C/O)O\1


Model b:
Below is an isolated molecule of C4H4N2O2, with properties calculated with ωB97M-V/def2-TZVPD.

Positions of all 12 atoms, in Å:
C (0.07900, 0.43750, -0.38493)
C (2.06863, -0.56259, 0.15265)
C (-0.76655, -0.48684, -0.88952)
C (-1.49878, -1.32540, -1.39599)
H (-1.09281, 2.05712, 1.70580)
H (-1.74363, 0.45830, 1.23783)
H (3.20677, -0.38267, 0.00315)
H (-1.98686, -2.11862, -2.03313)
N (-1.32696, 1.44698, 0.96499)
N (-0.08759, 1.42775, 0.42938)
O (1.48217, 0.39368, -0.74671)
O (1.66662, -1.34520, 0.95649)

Summary:
Lowest unoccupied orbital energy (eV): 0.144
HOMO (eV): -8.940
Gap between HOMO and LUMO (eV): 9.08
SMILES: C#C/C(=N\N)OC=O


Stability ranking, top and bottom: model a is the most stable and model b is the least stable.


Model a:
Below is C4H4N2O2 as an isolated structure, with properties calculated with ωB97M-V/def2-TZVPD.

Positions of all 12 atoms, in Å:
C (0.49133, -1.03296, 1.27267)
C (0.25314, -0.20388, 0.10537)
C (-1.10450, 0.56656, -1.69404)
C (-0.29072, -0.65374, -1.21435)
H (1.04389, 0.32185, 2.33262)
H (0.59110, -2.12579, 1.05158)
H (0.24639, 2.08144, 1.04998)
H (-1.42856, 0.55163, -2.77682)
N (0.10147, 1.25950, 0.07914)
N (-0.63261, 1.64447, -0.94868)
O (0.93584, -0.67016, 2.42161)
O (-0.20677, -1.73893, -1.67909)

Summary:
Lowest unoccupied orbital energy (eV): -0.292
HOMO (eV): -8.409
Gap between HOMO and LUMO (eV): 8.12


Model b:
Below is an isolated molecule of C4H4N2O2, with properties calculated with ωB97M-V/def2-TZVPD.

Positions of all 12 atoms, in Å:
C (2.09842, -0.50909, -0.14545)
C (0.52636, 1.42047, -0.23797)
C (0.83492, 0.15144, 0.00592)
C (-0.37373, -0.85305, 0.44822)
N (3.04471, -1.13839, -0.25054)
N (-1.64446, -0.29198, -0.09736)
O (-1.58190, 0.29624, -1.17205)
O (-2.70172, -0.45426, 0.50694)
H (-0.41813, 1.87119, -0.02021)
H (1.27114, 2.21811, -0.48873)
H (-0.43993, -1.85745, -0.11456)
H (-0.61569, -0.85323, 1.56579)

Summary:
Lowest unoccupied orbital energy (eV): -0.455
HOMO (eV): -10.731
Gap between HOMO and LUMO (eV): 10.28
SMILES: C=C(C#N)C[N+](=O)[O-]


Stability ranking, top and bottom: model a is the most stable and model b is the least stable.